C5H10N | ωB97M-V with the def2-TZVPD basis set

```
16
Properties=species:S:1:pos:R:3:nbo_charge:R:1
C 1.6919 -1.4293 -2.2220 -0.53
C -0.2035 1.7122 1.4708 -0.42
H 2.1876 -0.6890 -2.8882 0.24
H -1.0504 2.2649 1.3457 0.23
H -1.1050 -0.5798 2.3351 0.24
H -2.4510 0.3613 1.3357 0.23
H 2.4388 -1.9694 -1.5548 0.25
H 0.6987 2.2695 0.9702 0.26
H 0.1642 0.0616 -2.1953 0.28
C 0.6075 -0.3550 -1.3323 -0.25
H 1.1545 -2.1481 -2.7648 0.24
H -1.8723 -1.3168 0.9950 0.26
N -0.5643 0.4753 0.7786 -0.28
C -1.6231 -0.3434 1.3897 -0.42
C 0.0445 -0.0408 -0.1958 0.44
H -0.1179 1.7268 2.5322 0.25
```

Net charge: +1
HOMO energy, eV: -15.33
Structure (SMILES): CC=C=[N+](C)C
Multiplicity: 1
Max |F|, eV/A: 4.4
Gap between HOMO and LUMO, eV: 11.1249

C5H6O | ωB97M-V with the def2-TZVPD basis set

```
12
Properties=species:S:1:pos:R:3:nbo_charge:R:1
C -0.6630 0.9354 -0.5607 -0.48
C -0.9123 -0.5805 -0.6556 -0.14
H 2.0356 -0.7122 0.7810 0.18
H -0.6106 1.3563 -1.5304 0.23
H -0.1184 -2.3853 0.3055 0.22
C -0.0399 -1.3687 0.0316 -0.24
H -1.6904 -1.0532 -1.3207 0.21
H -1.5032 1.3172 0.0191 0.24
O 0.5040 0.3807 1.6615 -0.48
C 0.9761 -0.4417 0.6709 0.01
C 0.5942 0.8897 0.3160 0.05
H 1.4279 1.6623 0.2818 0.20
```

Net charge: 0
HOMO energy, eV: -9.39
Structure (SMILES): C1=C[C@@H]2O[C@@H]2C1
Multiplicity: 1
Max |F|, eV/A: 3.4
Gap between HOMO and LUMO, eV: 10.5293

C7H28BeN14O11S | ωB97M-V with the def2-TZVPD basis set

```
62
Properties=species:S:1:pos:R:3:nbo_charge:R:1
H 0.4099 6.4654 -4.9330 0.41
H 0.6795 4.7434 -5.3170 0.39
H -0.7332 3.5268 -5.4017 0.38
C -1.1490 9.6352 -6.5019 0.75
N -1.0861 6.3335 -1.0128 -0.84
O -4.8931 9.2576 -6.0396 -0.68
H -2.1499 3.9861 -6.3619 0.40
O -3.9768 5.0775 -4.3749 -0.68
N -7.9761 9.0115 -4.8105 -0.86
H -2.5627 11.0035 -6.6463 0.42
C -8.1406 7.7496 -5.1892 0.75
H -0.9682 11.4678 -7.2994 0.38
H -6.0892 3.5130 -4.7035 0.40
N -1.2947 4.2186 -5.8775 -0.81
O -4.5968 6.6611 -6.9988 -0.67
H -7.1446 9.4656 -4.4604 0.44
O -1.7858 6.2197 -6.3925 -0.68
N -3.5475 3.5950 -3.0019 -0.79
N -5.5655 11.1242 -7.0921 -0.83
H 0.5562 8.8340 -6.4438 0.40
N -3.9265 6.0029 -8.8910 -0.82
H -5.5696 2.4392 -3.5312 0.40
C -4.7060 5.9278 -7.9152 0.75
H -6.9623 6.1103 -5.3732 0.36
O -5.4203 7.9537 -3.1642 -1.15
O -6.1091 10.2305 -3.0315 -1.08
O -4.9102 9.2665 -1.3143 -1.07
H -4.6119 8.5360 -8.4085 0.41
N -2.4855 7.8841 -0.8898 -0.79
H -5.9347 4.4458 -7.2772 0.41
Be -3.5403 7.5802 -4.7331 1.68
H -5.8663 11.4770 -6.1948 0.44
C -5.1116 9.9036 -7.0510 0.77
N -5.3193 3.2223 -4.1179 -0.85
H -0.9596 6.4889 -0.0228 0.40
H -8.7973 9.5930 -4.7230 0.38
O -3.8893 9.5496 -3.3924 -1.15
H -4.8358 10.2168 -8.9931 0.37
N -0.0044 9.4941 -6.9634 -0.80
H -5.8039 11.4201 -8.0279 0.38
C -1.7962 7.1783 -1.7358 0.78
N -5.3071 4.8039 -7.9829 -0.81
H -3.0522 8.6123 -1.3005 0.46
N -7.1019 7.0478 -5.0242 -0.84
H -6.4679 7.3530 -4.2997 0.44
C -4.2331 4.0118 -3.9666 0.77
O -1.6910 8.9262 -5.7302 -0.68
H -3.6720 5.1084 -9.2852 0.37
O -1.8721 7.2534 -2.9649 -0.75
N -4.7906 9.5195 -8.2638 -0.84
H -2.7067 4.1213 -2.8116 0.40
H -3.1606 6.6031 -8.6205 0.41
H -3.5922 2.6433 -2.6666 0.38
H -0.9213 5.4771 -1.5223 0.39
H -5.1855 4.4130 -8.9062 0.38
S -5.1086 9.2499 -2.6862 2.68
C -1.0388 5.4617 -5.8521 0.77
H -2.2082 7.9109 0.0810 0.37
N -1.5891 10.8171 -6.8399 -0.82
H 0.3632 10.0002 -7.7564 0.39
N 0.0779 5.5406 -5.1666 -0.83
O -9.1994 7.3291 -5.5739 -0.73
```

Net charge: 0
HOMO energy, eV: -6.74
Multiplicity: 1
Max |F|, eV/A: 9.3
Gap between HOMO and LUMO, eV: 6.3898

C27H15Br4F2N5O4SV | ωB97M-V with the def2-TZVPD basis set

```
59
Properties=species:S:1:pos:R:3:nbo_charge:R:1
C 3.1295 -1.9343 -4.0229 -0.28
F -0.8082 -4.0283 3.8252 -0.31
H 4.4189 1.0004 -2.8532 0.23
C 0.2587 -1.5176 4.6990 -0.22
N -0.7060 -0.3931 -3.2039 -0.46
C 1.5509 0.5096 4.7203 -0.24
C 2.8233 -0.0864 -1.9511 -0.13
H 1.4935 1.5877 2.8585 0.22
H -2.9406 1.4608 -4.8899 0.24
C -1.5355 -1.4441 1.3921 -0.08
N -2.0325 0.8968 -1.7087 -0.46
O 0.4103 -2.8752 -0.8567 -0.87
C -1.6188 2.3567 1.6181 0.27
C -2.2158 4.6202 2.0642 -0.14
N 0.3790 -0.1498 2.7740 -0.45
H -1.0934 -0.2172 -5.2161 0.21
C -2.8278 -3.3742 0.9439 0.46
C -0.4976 4.1317 0.4102 -0.14
H -2.5291 -5.0777 2.2302 0.26
S 0.8531 -1.5236 -0.8362 2.32
C -2.2652 -4.0530 2.0105 -0.33
C 2.1655 -2.1509 -3.0718 -0.10
C -0.0841 -1.2628 3.3799 0.24
H 5.5538 0.1769 -4.8183 0.40
C 3.7836 0.1250 -2.9066 -0.28
C -2.6851 1.4111 -2.7495 0.11
C 3.9586 -0.7973 -3.9567 0.25
C -1.3803 0.1280 -4.2296 0.10
C -1.0002 -2.0548 2.5381 -0.15
C -2.3946 1.0506 -4.0536 -0.30
F -3.7283 -4.0123 0.1919 -0.30
H 3.2606 -2.6447 -4.8297 0.23
H 2.1881 1.2251 5.2189 0.25
H -2.9152 -1.6161 -0.2625 0.25
C -1.2940 5.0510 1.0792 -0.14
H 5.0871 -1.2733 -5.6094 0.40
Br -3.5370 2.5907 3.6451 0.15
H 1.5274 -3.0229 -3.1132 0.25
C -0.6548 2.7931 0.7220 0.21
H -0.1218 -2.3947 5.1960 0.26
C -1.3543 -3.3763 2.7878 0.45
N -0.3984 -0.4638 -0.8856 -0.77
C -2.4764 -2.0830 0.6086 -0.30
C -1.0779 0.0347 -2.0152 0.54
H 2.6928 0.6220 -1.1428 0.24
C 2.0211 -1.2281 -2.0327 -0.41
H 1.3519 -0.8156 6.3956 0.24
H -3.4722 2.1197 -2.5202 0.22
O -1.6327 1.0311 1.7265 -0.50
Br -3.2412 5.8753 3.0084 0.15
O 0.0902 1.7728 0.2948 -0.54
V -0.3099 0.0739 0.8681 1.31
Br 0.7970 4.5770 -0.8728 0.13
C 1.1723 0.7175 3.4158 0.08
N 4.9061 -0.5851 -4.9019 -0.76
O 1.3560 -1.0018 0.4889 -0.86
Br -1.1145 6.8749 0.6847 0.15
C -2.3672 3.2703 2.3490 -0.17
C 1.0816 -0.6266 5.3652 -0.11
```

Net charge: +1
HOMO energy (alpha / beta), eV: -11.03 / -11.03
Multiplicity: 1
Max |F|, eV/A: 1.3
Gap between HOMO and LUMO (alpha / beta), eV: 6.5220 / 6.5016

C4H6Br2O | ωB97M-V with the def2-TZVPD basis set

```
13
Properties=species:S:1:pos:R:3:nbo_charge:R:1
H -1.2048 0.7686 -1.7382 0.27
C 0.8316 -0.5508 -0.0609 -0.26
C -0.6774 -0.5235 -0.2933 0.23
C 0.9926 0.1361 1.2892 -0.09
H 1.4355 1.1762 1.0607 0.14
H -0.7422 1.5870 -0.5338 0.27
H 1.7247 -0.3147 1.9302 0.18
O -0.2685 -0.0598 1.8316 -0.64
C -1.3200 0.6888 -0.7163 -0.74
H -2.3155 0.5343 -0.4240 0.25
Br -1.5152 -2.1097 -0.4062 0.26
H 1.2628 -1.4920 -0.2244 0.23
Br 1.7963 0.1595 -1.7145 -0.10
```

Net charge: 0
HOMO energy (alpha / beta), eV: -9.20 / -9.04
Multiplicity: 1
Max |F|, eV/A: 4.6
Gap between HOMO and LUMO (alpha / beta), eV: 8.0265 / 7.8363

C13H14N2O3S2 | ωB97M-V with the def2-TZVPD basis set

```
34
Properties=species:S:1:pos:R:3:nbo_charge:R:1
O -3.6606 0.9335 1.0767 -0.59
H -4.4026 -1.2031 2.1369 0.20
H -5.3072 -3.2145 0.9436 0.22
C 4.6131 0.8256 0.9361 -0.26
H 7.0081 -1.6668 -1.1019 0.18
N 0.2223 -0.1965 -0.8313 -0.49
C 2.4435 0.2988 0.0482 -0.07
H -3.3765 1.6406 -1.4337 0.25
C -4.0760 0.3214 0.1279 0.78
C -0.9803 0.2761 -0.8366 -0.15
C -5.2958 -1.1412 1.5061 -0.07
H -6.2938 -2.8298 2.3621 0.22
C 2.9741 -0.8458 -0.5394 -0.16
H 6.6254 -2.5984 0.3746 0.18
C -3.6746 0.6012 -1.3033 -0.63
C 7.0735 -1.6763 -0.0092 -0.25
H 8.1201 -1.6344 0.2886 0.20
C 1.0383 0.6132 -0.1112 0.33
N 0.4948 1.6826 0.4273 -0.65
O -4.9049 -0.7110 0.1966 -0.51
H 2.8665 2.0203 1.2434 0.23
C 5.1456 -0.3256 0.3462 0.32
H -5.9648 -0.3867 1.9342 0.19
C -5.9851 -2.4857 1.3794 -0.62
H -6.8601 -2.3994 0.7410 0.21
C 3.2820 1.1342 0.7901 -0.16
H 2.3229 -1.4875 -1.1121 0.23
C 4.3117 -1.1594 -0.3945 -0.32
H 5.2751 1.4587 1.5056 0.22
O 6.4718 -0.5357 0.5545 -0.49
S -2.2579 -0.4824 -1.7197 0.35
H -4.4669 0.3193 -1.9929 0.26
S -1.0905 1.7658 0.0993 0.64
H 4.6934 -2.0536 -0.8618 0.22
```

Net charge: 0
HOMO energy, eV: -7.95
Multiplicity: 1
Max |F|, eV/A: 1.2
Gap between HOMO and LUMO, eV: 8.5283

C28H22Cl3F5N12O3Ti | ωB97M-V with the def2-TZVPD basis set

```
74
Properties=species:S:1:pos:R:3:mulliken_charge:R:1
F 4.3939 3.5966 -0.4397 -0.32
C -1.6997 4.2203 -0.8045 -0.87
C 2.6400 -1.1159 -0.2500 0.07
C -4.2069 0.2604 -0.6653 -0.21
C -0.8003 -1.8765 1.9276 -1.13
N 2.1430 -2.0216 -1.1252 -0.37
H -0.2786 -4.7955 4.4149 0.38
O 0.6646 0.9082 -1.4734 0.97
C 3.6057 1.7303 -3.4368 0.15
H 5.6567 -0.5887 0.7176 0.28
N -1.1340 -0.8601 0.9818 1.20
H 0.1998 -5.1127 2.0128 0.37
C 4.5956 -0.3882 0.8280 -0.21
N -2.0995 -1.3724 -2.3211 -0.59
F 4.1312 1.4904 -4.6390 -0.31
H 4.2354 -0.7076 1.8060 0.01
H -0.1925 -3.2647 0.4258 0.06
C -5.1955 -0.4223 0.0192 -0.98
C 2.5478 2.2310 -0.9531 0.03
H -0.2755 5.3546 2.0308 0.49
C 1.2386 0.4391 3.1436 0.28
C -1.2800 5.1239 0.1176 -0.35
C 4.2755 2.5728 -2.5602 0.64
C -1.4746 0.3521 -3.5106 0.06
N -0.7960 2.3879 0.5233 0.78
H 4.3888 0.6734 0.6884 0.06
C -1.4814 2.8269 -0.5829 0.16
C 3.7453 2.8154 -1.2997 0.12
C 2.0489 -0.0153 4.1197 0.16
N -1.8028 0.6287 -1.1027 1.77
H 0.3510 -2.8245 -1.4274 0.39
H -1.4486 6.1824 -0.0260 0.43
C -4.8274 -1.2943 1.0376 -0.81
N -1.6335 -0.6192 -4.3648 -0.93
C -0.4170 -3.9786 3.7203 -0.52
N -1.9787 -1.6445 -3.6107 1.00
H -1.1051 -2.6123 5.2177 0.49
C -2.4827 -0.7543 0.7535 0.93
C -0.3538 -3.1152 1.4840 0.24
N 0.5298 0.7741 2.2460 -0.21
N -2.4409 -2.8093 -4.1591 -0.80
F 2.0109 2.4017 0.2841 -0.19
Ti 0.0510 0.5273 0.3087 -0.79
F 5.4257 3.1409 -2.9284 -0.33
H -2.2099 4.5072 -1.7120 0.49
H -3.2571 -2.1539 2.2001 0.41
C -0.6214 4.6644 1.2774 -0.92
F 1.7891 0.2767 -3.8907 -0.37
H -2.6188 -3.4740 -3.4148 0.31
C -0.1538 -4.1563 2.3739 -0.93
H 0.7741 -1.6305 -2.4996 0.26
N 0.8189 -1.9319 -1.5309 -0.34
H -1.1793 1.3601 -3.7266 0.63
O 1.9591 -0.3051 0.3792 0.29
N -1.7449 -0.1019 -2.2735 0.69
C -3.5068 -1.4641 1.4083 -1.14
C -2.8875 0.0903 -0.2892 -0.10
O 3.9496 -1.1764 -0.1909 -0.56
Cl 3.5913 0.7420 4.2880 -0.17
H -1.4630 -0.7574 3.6279 0.38
Cl 2.6765 -2.1847 2.9612 -0.60
C 2.4116 1.1461 -3.0634 -0.25
N -1.9749 1.9840 -1.4683 -1.38
H 0.1161 2.9575 2.2933 0.42
C -1.0718 -1.7070 3.2831 0.45
C -0.8805 -2.7520 4.1692 -0.77
H 2.7901 -2.6151 -1.6212 0.26
H -6.2326 -0.3101 -0.2622 0.43
C -0.4023 3.3287 1.4216 -0.06
H -4.4387 0.9300 -1.4843 0.50
C 1.8141 1.3996 -1.8193 -0.07
H -5.5904 -1.8626 1.5527 0.43
H -3.2873 -2.6463 -4.6956 0.28
Cl 1.3564 -0.6020 5.5782 -0.16
```

Net charge: 0
HOMO energy (alpha / beta), eV: -5.57 / -5.57
Multiplicity: 1
Max |F|, eV/A: 3.0
Gap between HOMO and LUMO (alpha / beta), eV: 4.0217 / 4.0211

C27H25F5N3O2SV | ωB97M-V with the def2-TZVPD basis set

```
64
Properties=species:S:1:pos:R:3:nbo_charge:R:1
F -0.7413 5.7150 0.9952 -0.31
C 1.0545 -3.3791 -1.0362 -0.22
H 2.2098 2.2315 3.4804 0.21
C 0.9256 -0.6341 -4.9487 -0.13
C -0.5540 1.2028 -5.2863 -0.17
C 0.4515 0.3529 -5.7765 -0.31
C 1.8346 1.4087 1.5372 -0.22
H -1.8570 -1.8981 2.3021 0.25
C -0.5685 0.0650 -3.1219 0.43
O 1.3990 0.7888 -0.7322 -0.78
H -0.1958 -4.8931 -0.1156 0.20
N -1.5604 -2.2055 0.2730 -0.49
H -2.1929 -3.5519 1.7535 0.17
H 2.9851 4.8545 0.1977 0.20
F -1.0965 3.4056 -0.4303 -0.30
H 0.8362 0.4706 -6.7807 0.20
H 0.4593 -1.5757 3.5289 0.22
N 0.9735 -0.9025 1.6215 -0.58
C -1.0560 1.0595 -4.0200 -0.29
H 2.2822 3.0938 -1.3771 0.21
H 1.6284 0.1525 3.2384 0.18
H -0.9453 1.9884 -5.9236 0.20
C 2.2419 2.4327 2.4142 -0.14
H -2.9211 -0.7243 0.8773 0.24
C 0.8136 -1.9994 2.5840 -0.24
H 2.9303 4.4454 2.6550 0.21
H 1.5150 -3.2287 -0.0597 0.21
C -2.8541 -1.5097 0.1269 -0.41
C -1.0636 3.3687 0.9065 0.32
H 1.8016 -2.4414 2.7609 0.19
F -0.6559 5.5942 3.7128 -0.31
H 1.6894 -1.3190 -5.3053 0.19
H 1.4566 -2.7002 -3.4432 0.16
C 0.9504 -1.9110 -2.8737 0.17
H 0.3637 -3.8149 1.4880 0.19
H -2.3777 -3.9674 -0.5341 0.18
C 1.4593 0.1637 2.1571 0.18
H -0.4441 -4.6956 -1.8308 0.21
C -1.5372 -3.2829 -0.7340 -0.21
C 2.6458 3.6645 1.9625 -0.32
N 0.8006 -2.0747 -1.6093 -0.55
H -0.3073 -3.7116 3.0807 0.21
C -0.9935 3.2532 3.6509 0.29
H 1.7575 -3.9572 -1.6499 0.18
C 2.2895 2.9146 -0.3092 -0.26
C -1.1847 2.0416 2.9716 -0.23
C -0.8461 4.4654 3.0053 0.27
C -0.1256 -3.1270 2.1730 -0.40
C 2.6715 3.8879 0.5769 -0.18
H -2.9144 -1.0649 -0.8646 0.24
V 0.0304 -0.6796 -0.3174 1.27
H -1.7422 -2.7931 -1.6875 0.22
C 0.4594 -0.7919 -3.6317 -0.26
F -0.9358 3.2713 4.9926 -0.31
C -0.8880 4.5354 1.6243 0.23
H -1.8297 1.7160 -3.6421 0.22
F -1.2778 1.0596 0.8011 -0.31
C 1.8208 1.6434 0.1282 0.38
H -3.6846 -2.2153 0.2741 0.17
C -1.1896 2.1701 1.5816 0.26
C -1.4938 -2.7048 1.6618 -0.24
C -0.2757 -4.1405 -0.9025 -0.41
S -1.3465 0.5213 3.7988 -0.48
O -1.0800 -0.0434 -1.9501 -0.79
```

Net charge: -1
⟨S²⟩: 3.760
HOMO energy (alpha / beta), eV: -3.79 / -4.01
Multiplicity: 4
Max |F|, eV/A: 0.8
Gap between HOMO and LUMO (alpha / beta), eV: 6.2023 / 6.4224

C4H7ClIN | ωB97M-V with the def2-TZVPD basis set

```
14
Properties=species:S:1:pos:R:3:nbo_charge:R:1
C 0.3206 -0.0329 -1.2700 -0.34
N -0.4967 -1.1671 -1.0881 -0.21
H 0.4035 1.6831 0.8607 0.20
C 0.6376 0.6031 1.1662 -0.62
I -2.6764 1.2039 0.2133 0.23
H -0.3738 0.9217 -1.4342 0.20
H 0.9881 -0.2005 -2.1539 0.23
C -1.9330 -0.7220 0.0509 -0.29
H -0.2507 -0.0511 1.2806 0.22
H 2.2066 0.3310 -0.1874 0.20
H 1.5200 -1.2163 0.2187 0.22
Cl -2.9318 -1.9910 0.3409 0.12
C 1.3165 -0.1179 0.0043 -0.37
H 1.2692 0.7561 1.9981 0.21
```

Net charge: 0
HOMO energy (alpha / beta), eV: -8.24 / -9.54
Multiplicity: 1
Max |F|, eV/A: 5.3
Gap between HOMO and LUMO (alpha / beta), eV: 7.8521 / 8.9453

C3H10N | ωB97M-V with the def2-TZVPD basis set

```
14
Properties=species:S:1:pos:R:3:nbo_charge:R:1
C 0.0622 0.4309 1.1498 -0.21
H 0.4380 1.2347 1.7504 0.23
H 1.0211 -1.3266 0.2632 0.20
H -1.9936 0.4804 1.8358 0.25
H -0.4942 0.4597 -0.8680 0.47
H -1.1236 -0.3050 -2.3925 0.46
N -0.3759 0.2590 -1.9063 -0.90
H -1.4779 -0.9454 0.7350 0.20
H -0.3125 1.1332 -2.3100 0.44
C -1.2406 -0.0180 1.1189 -0.41
H 1.9565 0.3147 0.1960 0.22
H 1.7759 -0.9174 1.6686 0.27
H 0.4558 -0.3678 -2.0574 0.46
C 1.3089 -0.4323 0.8166 -0.67
```

Net charge: +1
HOMO energy, eV: -14.18
Multiplicity: 1
Max |F|, eV/A: 5.0
Gap between HOMO and LUMO, eV: 10.2195

C3H6N2OS | ωB97M-V with the def2-TZVPD basis set

```
13
Properties=species:S:1:pos:R:3:nbo_charge:R:1
C 0.3358 0.2298 0.8886 -0.38
C -1.3632 0.3329 -1.3249 -0.15
N -0.6845 -0.6899 0.6619 -0.46
H 0.7758 -1.6690 -0.1284 0.18
O 2.1671 1.4137 -0.2921 -0.53
H -1.2350 -0.8344 1.5701 0.39
H -0.1327 1.2279 1.3425 0.21
H -2.0642 0.3438 -2.0868 0.18
C 1.5554 0.4132 -0.0469 0.39
S 2.0197 -1.1694 -0.5803 -0.03
N -1.5889 -0.4553 -0.3580 -0.23
H -0.6305 1.1047 -1.4389 0.17
H 0.8451 -0.2483 1.7932 0.25
```

Net charge: 0
HOMO energy, eV: -9.65
Structure (SMILES): C=NNCC(=O)S
Multiplicity: 1
Max |F|, eV/A: 5.5
Gap between HOMO and LUMO, eV: 10.1765

C14H16ClN5O | ωB97M-V with the def2-TZVPD basis set

```
37
Properties=species:S:1:pos:R:3:nbo_charge:R:1
C 3.9241 2.9021 0.2174 -0.10
C -3.0918 2.0460 -0.4674 -0.41
H -2.0132 -1.4254 -1.8457 0.23
N 1.4701 -1.8014 0.0731 -0.29
H -3.4096 0.3138 -2.0098 0.14
N -0.4490 -1.6123 -0.4877 0.00
H -2.6633 2.6502 -1.2497 0.22
C 2.2254 0.6923 -0.3096 -0.05
H -2.4922 2.2838 0.4888 0.21
C 1.7437 1.7792 -0.0415 -0.22
C 2.4476 2.8814 0.1553 -0.22
C 4.4307 1.2812 0.2924 -0.23
O -2.9993 -2.2296 1.1953 -0.61
H 5.4544 1.1887 0.4292 0.22
H 4.5649 3.6355 0.3946 0.19
C -1.6691 -1.9020 -0.9632 -0.32
H -4.5198 -0.6601 1.5417 0.27
H -6.0371 1.4857 1.0076 0.24
C -2.7552 0.6636 -1.0031 -0.21
H -3.6485 1.0344 1.8759 0.17
H -4.5979 3.1978 0.3822 0.24
H -1.7971 0.5189 -1.1623 0.23
H -1.7943 -3.0935 -1.0556 0.27
H 0.6598 2.0468 -0.3224 0.24
N -2.9894 -0.1317 0.0709 -0.45
H -5.6024 0.3530 -0.5103 0.22
H 2.0763 3.8862 -0.1192 0.22
C -5.1773 1.1452 0.2703 -0.44
N -0.0337 -0.3736 -0.3975 -0.30
N 0.4575 -2.5443 -0.4040 -0.01
C 3.6835 0.3801 0.1276 -0.01
C -2.5694 -1.4999 0.2006 0.68
H -5.0268 2.7668 -1.0639 0.20
Cl 4.2814 -1.2725 0.1952 0.02
C -4.6022 2.2593 -0.0299 -0.43
C 1.3052 -0.4731 -0.1800 0.29
C -4.1599 0.2869 0.9852 -0.21
```

Net charge: 0
HOMO energy, eV: -9.04
Structure (SMILES): O=C(Cn1nnc(-c2ccccc2Cl)n1)N1CCCCC1
Multiplicity: 1
Max |F|, eV/A: 16.8
Gap between HOMO and LUMO, eV: 8.5905